[1]
DFT (the ωB97M-V functional and the def2-TZVPD basis) results for a molecular structure, C6H6N2O2.

```
16
Properties=species:S:1:pos:R:3:nbo_charge:R:1
O 1.70 -0.68 -2.08 -0.5212
C 0.76 -0.27 -1.45 0.8521
C -0.46 0.48 -1.95 -0.5108
C -1.37 -0.75 -2.15 -0.1323
N -0.70 -1.69 -1.27 -0.8613
C -2.79 -0.52 -1.85 0.1325
C -3.91 -0.34 -1.42 -0.1476
C -5.14 0.02 -0.90 0.2214
N -6.17 0.42 -0.54 -0.2495
H -0.83 1.18 -1.18 0.2367
H -0.26 1.02 -2.88 0.2546
H -1.27 -1.08 -3.20 0.2388
H -0.82 -2.68 -1.46 0.3943
H -0.43 -1.42 -0.03 0.4809
O 0.83 -0.42 0.32 -0.8509
H 0.37 0.35 0.69 0.4621
```

Summary:
DFT total energy, hartree: -492.04966
Net charge: 0


[2]
DFT (the ωB97M-V functional and the def2-TZVPD basis) results for 2 unconnected molecules or ions with the total composition C6H6N2O4.

```
18
Properties=species:S:1:pos:R:3:nbo_charge:R:1
H -3.01 0.99 0.71 0.3551
N -1.95 0.91 0.66 -0.6095
C -1.39 1.82 1.29 0.0969
C 0.05 2.04 1.46 -0.2796
C 1.06 1.14 1.20 -0.1160
C 0.84 -0.27 0.80 -0.3147
C -0.04 -0.45 -0.16 0.2773
N -0.56 -1.13 -1.08 0.3015
O -0.16 -1.15 -2.26 -0.4975
O -1.86 -1.61 -0.96 -0.5174
H -1.94 2.59 1.71 0.1545
H 0.43 2.99 1.84 0.2229
H 2.10 1.39 1.38 0.2142
H 1.33 -1.11 1.27 0.2407
H -2.01 -1.84 -0.02 0.4754
O 2.19 -1.95 -3.74 -0.5017
C 2.36 -2.10 -2.62 1.0436
O 2.56 -2.24 -1.49 -0.5458
```

Summary:
Structure (SMILES): [H]/N=C/C=C\C=C=[N+]([O-])O.O=C=O
DFT total energy, hartree: -642.50136
Net charge: 0